1.
Molecular formula: C5H10NO2
Method: DFT, ωB97M-V/def2-TZVPD

Geometry as ORCA input:
```
! RIJCOSX wB97M-V def2-TZVPD def2/J DEFGRID3
* xyz -1 1
C 0.015 -0.470 1.919
N -0.554 0.024 0.799
C -0.231 1.426 0.407
C 0.837 1.568 -0.622
C -1.026 -0.865 -0.272
C 0.173 -1.695 -1.000
O 0.530 -1.215 -2.188
O 0.459 0.233 2.826
H 0.181 -1.557 1.917
H -0.003 1.936 1.342
H -1.128 1.901 -0.009
H 0.700 2.576 -1.062
H 0.780 0.786 -1.411
H 1.877 1.552 -0.280
H -1.823 -1.518 0.093
H -1.526 -0.230 -1.000
H -0.296 -2.741 -1.154
H 1.036 -1.710 -0.307
*
```

SMILES string: CCN(C=O)CC[O-]
LUMO energy: 0.1441 Eh
HOMO: -2.7 eV
energy above the lowest of the compared OMol25 structures with the same formula, charge and spin: 54.52 kcal/mol

2.
Molecular formula: C5H10NO2
Method: DFT, ωB97M-V/def2-TZVPD

Geometry as ORCA input:
```
! RIJCOSX wB97M-V def2-TZVPD def2/J DEFGRID3
* xyz -1 1
C -0.330 2.050 0.276
C 0.393 0.732 0.167
C -0.532 -0.458 0.474
C -0.088 -1.770 -0.201
C -0.780 -1.917 -1.585
O -1.465 -2.956 -1.734
O -0.627 -0.955 -2.368
N 1.574 0.755 1.026
H 0.360 2.881 0.050
H -1.165 2.182 -0.404
H -0.715 2.272 1.278
H 0.679 0.602 -0.842
H -1.521 -0.181 0.131
H -0.570 -0.589 1.562
H -0.339 -2.637 0.397
H 0.983 -1.722 -0.380
H 2.263 0.059 0.814
H 1.881 1.653 1.339
*
```

SMILES string: C[C@@H](N)CCC(=O)[O-]
LUMO energy: 0.1398 Eh
HOMO: -3.9 eV
energy above the lowest of the compared OMol25 structures with the same formula, charge and spin: 12.02 kcal/mol

3.
Molecular formula: C5H10NO2
Method: DFT, ωB97M-V/def2-TZVPD

Geometry as ORCA input:
```
! RIJCOSX wB97M-V def2-TZVPD def2/J DEFGRID3
* xyz -1 1
C -2.399 -0.254 -1.155
C -2.560 0.625 -2.390
C -1.315 0.259 -0.213
N 0.174 -0.449 -0.787
C 0.839 -0.863 0.434
C 1.731 0.072 1.287
O 1.947 1.207 0.827
O 2.213 -0.477 2.299
H -2.103 -1.252 -1.500
H -3.328 -0.499 -0.625
H -1.578 0.810 -2.813
H -3.122 0.137 -3.187
H -3.060 1.553 -2.161
H -1.455 -0.174 0.768
H -1.453 1.337 -0.096
H -0.052 0.512 -0.676
H 1.365 -1.797 0.282
H 0.081 -1.178 1.169
*
```

LUMO energy: 0.1307 Eh
HOMO: -3.9 eV
energy above the lowest of the compared OMol25 structures with the same formula, charge and spin: 84.83 kcal/mol

4.
Molecular formula: C5H10NO2
Method: DFT, ωB97M-V/def2-TZVPD

Geometry as ORCA input:
```
! RIJCOSX wB97M-V def2-TZVPD def2/J DEFGRID3
* xyz -1 1
C -0.407 -0.047 1.224
C -0.825 -1.276 0.944
C 0.072 -2.402 0.527
C -1.338 1.125 1.342
H 0.642 0.119 1.444
H -1.872 -1.539 1.100
H -0.201 -3.343 1.017
H 0.017 -2.523 -0.556
H 1.111 -2.152 0.743
H -2.321 0.773 1.676
H -1.425 1.594 0.362
H -0.984 1.858 2.073
N 1.791 1.864 -2.097
C 0.825 0.886 -1.650
O 1.308 -0.190 -1.240
O -0.371 1.254 -1.726
H 2.611 1.438 -2.496
H 1.365 2.560 -2.687
*
```

LUMO energy: 0.1559 Eh
HOMO: -4.1 eV
energy above the lowest of the compared OMol25 structures with the same formula, charge and spin: 17.26 kcal/mol

5.
Molecular formula: C5H10NO2
Method: DFT, ωB97M-V/def2-TZVPD

Geometry as ORCA input:
```
! RIJCOSX wB97M-V def2-TZVPD def2/J DEFGRID3
* xyz -1 1
C -0.049 2.407 -0.072
O -1.159 3.060 -0.248
C -0.366 0.771 0.031
C 0.647 -0.122 0.740
C 0.460 -1.625 0.510
C 0.947 -2.112 -0.807
O 1.284 -3.258 -1.017
N -1.685 0.546 0.624
H 0.763 2.513 -0.865
H 0.604 2.607 0.858
H -0.345 0.632 -1.055
H 1.594 0.320 0.401
H 0.553 0.036 1.817
H -0.619 -1.756 0.667
H 0.946 -2.251 1.265
H 0.993 -1.395 -1.645
H -2.264 1.295 0.249
H -1.555 0.851 1.589
*
```

SMILES string: N[C@@H](C[O-])CCC=O
LUMO energy: 0.1342 Eh
HOMO: -2.8 eV
energy above the lowest of the compared OMol25 structures with the same formula, charge and spin: 64.19 kcal/mol

6.
Molecular formula: C5H10NO2
Method: DFT, ωB97M-V/def2-TZVPD

Geometry as ORCA input:
```
! RIJCOSX wB97M-V def2-TZVPD def2/J DEFGRID3
* xyz -1 1
C 0.026 1.658 -0.849
C -0.383 0.704 -1.664
C 0.477 -0.431 -2.100
C -0.870 2.699 -0.245
H 1.051 1.577 -0.498
H -1.429 0.628 -1.961
H 0.095 -1.348 -1.647
H 0.508 -0.607 -3.180
H 1.484 -0.310 -1.706
H -1.893 2.561 -0.598
H -0.557 3.715 -0.497
H -0.864 2.606 0.842
N -0.143 -0.788 2.447
C 0.240 -1.283 1.150
O -0.670 -1.849 0.502
O 1.424 -1.071 0.815
H -0.959 -1.277 2.782
H 0.633 -0.798 3.092
*
```

LUMO energy: 0.1523 Eh
HOMO: -4.0 eV
energy above the lowest of the compared OMol25 structures with the same formula, charge and spin: 11.28 kcal/mol

Number 1: electronic energy -401.73993 hartree, molar mass 116.140 g mol⁻¹. Number 2: electronic energy -401.80767 hartree, molar mass 116.140 g mol⁻¹. Number 3: electronic energy -401.69163 hartree, molar mass 116.140 g mol⁻¹. Number 4: electronic energy -401.79930 hartree, molar mass 116.140 g mol⁻¹. Number 5: electronic energy -401.72452 hartree, molar mass 116.140 g mol⁻¹. Number 6: electronic energy -401.80885 hartree, molar mass 116.140 g mol⁻¹.